{"formula": "C18H33BNO5S2", "method": "ωB97M-V/def2-TZVPD", "species": ["C", "O", "C", "B", "C", "C", "C", "C", "C", "C", "C", "C", "N", "C", "C", "O", "C", "C", "O", "H", "H", "H", "H", "H", "H", "H", "H", "H", "H", "H", "H", "H", "H", "H", "H", "H", "H", "H", "H", "H", "C", "S", "O", "C", "H", "H", "H", "H", "H", "H", "C", "S", "O", "C", "H", "H", "H", "H", "H", "H"], "coordinates": [[2.2462, -3.3110, 0.0422], [1.6404, -3.5959, -1.1825], [2.3452, -3.1530, -2.3796], [1.6348, -1.9788, -3.2641], [0.1023, -2.5056, -3.7144], [-1.0111, -1.9452, -2.8844], [-1.6221, -0.7265, -3.2137], [-2.6105, -0.1692, -2.4132], [-3.0203, -0.8169, -1.2525], [-2.4513, -2.0423, -0.9118], [-2.9023, -2.7729, 0.3300], [-1.4643, -2.5886, -1.7288], [1.4819, -0.6046, -2.4825], [2.5496, -0.3121, -1.5775], [2.1353, 0.0084, -0.1550], [3.7130, -0.3102, -1.8987], [1.2035, 0.5188, -3.2743], [0.7133, 1.7483, -2.5121], [1.2842, 0.5600, -4.4820], [1.5469, -2.7682, 0.6931], [3.1436, -2.6933, -0.0682], [2.5237, -4.2366, 0.5691], [2.3705, -4.0306, -3.0394], [3.3944, -2.9435, -2.1328], [2.3092, -1.9029, -4.2781], [-0.0949, -2.2905, -4.7684], [0.0836, -3.5962, -3.6068], [-1.2890, -0.2110, -4.1091], [-3.0460, 0.7842, -2.6968], [-3.7744, -0.3628, -0.6182], [-3.3226, -2.0739, 1.0539], [-2.0810, -3.3281, 0.7844], [-3.6824, -3.4979, 0.0753], [-1.0031, -3.5327, -1.4556], [2.9898, -0.1621, 0.5025], [1.2695, -0.5681, 0.1563], [1.8906, 1.0712, -0.1040], [0.2848, 1.4489, -1.5554], [-0.0564, 2.2491, -3.0947], [1.5471, 2.4265, -2.3108], [0.3689, 1.3773, 4.5686], [1.1409, 0.5931, 3.1472], [0.0317, 0.1857, 2.2503], [1.6936, -0.8759, 4.0228], [-0.0791, 2.3146, 4.2431], [-0.4047, 0.7233, 4.9715], [1.1248, 1.5870, 5.3261], [0.8323, -1.3783, 4.4633], [2.4114, -0.5897, 4.7918], [2.1724, -1.5292, 3.2954], [-1.3917, 4.2324, 2.0724], [-1.1843, 5.5139, 3.3093], [-1.1525, 4.8370, 4.6348], [-2.8273, 6.2174, 3.1188], [-0.4863, 3.6289, 2.0482], [-2.2419, 3.6033, 2.3354], [-1.5433, 4.6909, 1.0954], [-3.5741, 5.4481, 3.3146], [-2.9352, 6.6115, 2.1085], [-2.9272, 7.0246, 3.8413]], "atomic_forces_ev_per_a": [[-0.114, -0.008, 0.105], [0.025, 0.070, 0.048], [-0.041, 0.064, -0.227], [-0.208, -0.651, -0.117], [-0.148, 0.102, 0.242], [-0.249, 0.044, -0.039], [0.019, -0.091, -0.022], [0.188, -0.132, -0.045], [0.048, 0.033, -0.138], [0.098, 0.042, 0.059], [-0.119, -0.031, -0.253], [-0.012, 0.124, -0.025], [0.879, 0.377, -0.852], [-0.521, 0.063, 0.432], [0.349, -0.033, -0.081], [0.014, -0.072, -0.022], [-0.075, 0.011, 0.447], [0.098, -0.206, 0.407], [-0.383, -0.166, -0.156], [0.002, -0.015, -0.028], [0.030, -0.038, -0.014], [0.079, -0.004, -0.058], [0.032, -0.010, 0.038], [-0.039, 0.027, 0.150], [0.136, 0.133, 0.087], [0.071, 0.136, 0.025], [0.063, 0.015, -0.050], [-0.055, 0.001, 0.018], [-0.029, -0.032, 0.058], [-0.007, -0.062, 0.042], [0.066, -0.053, 0.082], [0.007, 0.083, 0.051], [0.000, 0.002, 0.064], [0.023, 0.044, 0.045], [-0.049, -0.010, 0.039], [-0.057, 0.092, -0.053], [-0.108, -0.039, 0.043], [-0.062, 0.040, -0.060], [0.153, 0.078, -0.128], [-0.045, 0.092, -0.161], [0.035, 0.072, 0.134], [-0.055, 0.137, 0.063], [-0.097, -0.026, 0.059], [0.013, -0.106, -0.012], [0.009, 0.008, 0.003], [0.008, -0.047, -0.063], [0.007, 0.018, -0.009], [-0.021, 0.016, -0.027], [0.010, 0.011, -0.017], [-0.011, 0.013, -0.023], [-0.016, -0.097, -0.092], [0.049, -0.011, -0.069], [-0.022, -0.041, 0.010], [-0.076, 0.027, 0.021], [0.016, 0.018, 0.010], [0.011, 0.004, 0.040], [0.022, 0.008, -0.001], [0.027, -0.021, 0.010], [0.011, 0.005, 0.001], [0.023, -0.004, 0.010]], "lowdin_charge": [-0.154, -0.215, -0.163, -0.507, -0.092, -0.229, -0.064, -0.103, -0.087, -0.284, -0.065, -0.001, 0.083, -0.472, -0.028, 0.104, -0.509, -0.009, 0.065, 0.070, 0.077, 0.075, 0.090, 0.085, 0.099, 0.089, 0.090, 0.107, 0.090, 0.091, 0.065, 0.069, 0.072, 0.114, 0.078, 0.062, 0.071, 0.066, 0.075, 0.080, -0.264, 0.782, -0.540, -0.263, 0.019, 0.060, 0.054, 0.058, 0.051, 0.044, -0.266, 0.799, -0.563, -0.277, 0.044, 0.066, 0.057, 0.058, 0.052, 0.046], "homo_energy_ev": -4.601, "e_tot_ev": -53275.86875, "gap_ev": 6.6419, "total_charge": -1}